Entry 1:
54
Properties=species:S:1:pos:R:3:forces:R:3:mulliken_charge:R:1 method="wB97M-V/def2-TZVPD" charge=-1 molar_mass_g_mol=829.305 gap_ev=5.3000
H 0.958317 -4.953933 0.562972 -0.053 -0.122 0.122 0.42
C -1.266905 2.406474 -2.987373 -0.112 0.665 0.663 -1.03
C 2.105547 -4.444689 -2.582948 0.013 -0.065 -0.134 -0.44
C 3.136203 0.519465 4.580070 -0.187 -0.076 -0.130 -0.37
S -1.881507 -0.821400 1.165294 -0.020 -0.500 0.391 -0.40
H 1.831616 -1.287535 -1.410723 0.046 -0.135 -0.081 0.78
Cl -1.335338 0.507066 4.281957 -0.453 -0.007 0.812 -0.13
S -6.970126 2.017000 0.648581 -0.385 0.078 -0.046 -0.31
H -0.627376 -1.059185 -1.425862 -0.235 0.102 -0.242 -0.09
C -2.813094 1.751406 1.424172 -0.407 -0.490 -0.080 -0.03
H -0.261070 1.230028 -0.892176 -0.986 0.143 -1.114 -0.03
C 0.372024 0.522042 4.445676 -0.002 -0.179 -0.446 0.83
C -0.512215 0.073705 -3.260720 0.189 -0.816 0.605 -0.59
C 1.334773 -3.031921 -0.279613 0.048 0.226 -0.297 0.79
S 1.931326 1.895149 -0.386743 1.390 2.024 -2.567 1.06
C 1.679035 -5.120448 -1.447745 0.065 -0.137 -0.190 -0.48
H -1.907424 2.856834 -0.996515 -0.088 -0.025 -0.058 0.38
N -1.229291 1.218585 -3.891194 -0.008 0.084 -0.446 0.00
H -1.777555 3.222669 -3.496161 -0.064 -0.062 -0.152 0.42
H -0.522433 -0.775443 -3.945558 -0.021 0.091 -0.083 0.38
H -2.214563 -0.606905 -2.079463 0.031 -0.097 0.035 0.51
Cl 3.295505 0.042825 1.877042 0.857 -0.101 0.475 -0.09
Cl 4.848144 0.546791 4.658513 0.310 -0.044 -0.093 -0.22
N -1.222225 0.910122 -1.069761 0.306 0.244 -0.561 1.10
Cl 3.163536 1.004884 7.236841 0.177 0.039 0.214 -0.22
C -1.943447 2.004308 -1.679933 0.280 0.092 0.072 -0.94
H -2.988769 1.709973 -1.829627 -0.046 0.033 0.021 0.41
H 2.458271 -2.510718 -3.441173 0.065 -0.002 -0.016 0.40
H -0.240073 2.692245 -2.722639 -0.231 -0.144 -0.415 0.52
S 0.879028 -2.201586 1.186546 -0.229 -0.031 0.467 -0.30
C 2.470049 0.299576 3.377531 -0.588 0.010 0.273 1.04
S -4.755678 0.035071 0.865170 0.187 0.591 0.105 -0.08
C 0.990553 0.738327 5.674089 0.025 -0.057 -0.305 -0.43
C -5.397985 1.650114 0.946786 0.462 -0.105 0.071 0.09
O 1.481301 2.163896 1.013569 0.652 1.272 0.095 -0.45
H -0.770697 1.473866 -4.770734 -0.254 -0.123 0.152 0.37
Zr 0.397748 0.422711 1.154188 -3.600 -2.851 2.837 -0.32
O 1.113388 2.638629 -1.346760 0.389 0.276 0.418 -0.71
C -3.074926 0.435536 1.201477 -0.081 0.701 0.145 0.32
H 0.516760 0.374150 -3.055289 -0.057 0.143 -0.173 0.29
C 1.291888 -4.430390 -0.318379 -0.022 0.203 0.158 -0.72
C 2.131617 -3.059959 -2.564942 0.023 -0.058 -0.172 -0.90
H -2.196525 0.925378 -4.085264 0.318 0.110 -0.086 0.38
S -4.198610 2.837568 1.366328 -0.067 -0.635 -0.149 -0.09
C 1.079152 0.299357 3.270573 1.043 0.254 0.925 -0.68
C 1.758040 -2.362980 -1.431799 0.068 0.083 0.035 -0.51
H 1.651705 -6.201783 -1.453096 -0.015 -0.083 0.046 0.35
O 3.339404 2.027124 -0.592869 -0.123 -0.170 0.288 -0.71
S -1.238397 2.442505 1.619837 0.225 0.075 -0.017 -0.40
C 2.382184 0.734752 5.735547 -0.110 -0.036 -0.299 0.75
H 2.423352 -4.987931 -3.463059 -0.026 -0.044 -0.027 0.36
O 1.451272 0.450617 -0.542987 1.110 -0.440 -1.243 -0.45
Cl 0.062330 1.031637 7.084123 -0.175 0.015 0.213 -0.21
C -1.187839 -0.255578 -1.925780 0.366 0.080 -0.020 -0.65

Entry 2:
38
Properties=species:S:1:pos:R:3:forces:R:3:mulliken_charge:R:1 method="wB97M-V/def2-TZVPD" charge=-2 molar_mass_g_mol=496.525 gap_ev=3.8685
C -1.102313 -2.486402 -0.572660 0.002 0.032 -0.001 1.07
H 3.371298 -0.987527 -0.717019 -0.009 0.016 0.004 0.37
C -1.893645 -1.955240 0.518522 -0.118 0.131 0.013 -0.04
S -0.088400 6.735783 -2.152635 0.022 -0.010 -0.024 -0.24
S -2.182145 7.287317 -0.260246 -0.029 0.001 0.021 -0.23
C 1.427760 -1.651928 1.961065 0.027 0.013 0.020 -0.99
O -2.178223 -0.756000 0.677115 0.097 -0.263 0.024 -0.74
S -2.782504 4.511631 0.493732 0.023 -0.073 -0.018 -0.68
C -0.812229 5.309282 -1.380551 0.029 -0.003 -0.018 0.03
O -0.380336 -0.414006 -1.552413 0.003 -0.005 -0.001 -0.49
S -0.114961 3.801507 -1.924805 0.000 -0.033 0.048 -0.58
C 1.668892 0.431768 0.733898 0.023 0.056 -0.043 1.00
C -0.466007 -1.625505 -1.552583 -0.004 0.000 0.021 -0.71
C -0.865631 -3.861828 -0.720398 0.007 0.023 0.004 -0.69
H 0.970676 -0.978903 2.679469 0.002 0.007 -0.011 0.31
H -0.279420 -4.201403 -1.568199 -0.001 -0.004 0.001 0.32
H 3.300534 1.245604 -0.418045 -0.002 -0.011 -0.002 0.41
H 0.017095 -2.197647 -2.380242 0.003 0.002 0.001 0.27
H 2.179948 -2.270950 2.457056 -0.002 -0.006 0.015 0.36
H 0.650237 -2.303864 1.551911 0.027 -0.015 -0.015 0.23
H 1.781858 2.174036 -0.484669 -0.009 -0.002 0.004 0.19
C -2.090654 -4.318148 1.290235 0.013 -0.007 -0.020 -0.70
N 2.062534 -0.868168 0.917042 -0.060 -0.046 0.012 0.09
O 0.917954 0.975644 1.530326 0.011 -0.014 0.035 -0.73
H 2.088800 -2.209067 -0.714185 -0.005 0.008 0.005 0.17
H -2.464028 -5.028458 2.015991 0.001 -0.001 0.002 0.41
C 2.772591 -1.631594 -0.080708 0.003 -0.053 -0.048 -0.87
Cl -1.030484 -6.479862 0.004806 0.005 -0.027 -0.001 -0.30
H 3.441408 -2.341085 0.413671 0.009 0.019 0.022 0.31
C -1.032651 7.989857 -1.377157 0.010 0.060 -0.014 0.56
C -1.798246 5.567037 -0.489638 -0.019 0.031 0.025 -0.11
H 1.929632 0.669047 -1.389445 -0.004 0.005 -0.007 0.33
K -1.352607 1.723406 0.095846 -0.068 0.148 -0.076 1.03
O -0.905234 9.188241 -1.586171 -0.001 -0.029 0.005 -0.69
Cl -3.279650 -2.463035 2.815299 -0.007 0.006 0.004 -0.24
C 2.211179 1.172880 -0.464655 0.007 -0.006 0.014 -1.17
C -2.352075 -2.989101 1.441824 0.027 0.029 -0.018 0.44
C -1.340935 -4.763337 0.188625 -0.014 0.019 0.018 0.31

Entry 3:
76
Properties=species:S:1:pos:R:3:forces:R:3:mulliken_spin:R:1 method="wB97M-V/def2-TZVPD" molar_mass_g_mol=519.744 multiplicity=4 gap_ev="6.6908 / 6.7268"
C 1.691844 -2.658052 1.342255 -0.119 0.086 -0.046 0.04
H -4.012161 1.829278 0.466973 -0.018 -0.021 -0.029 0.00
H 1.937872 3.455854 -1.171891 0.047 0.020 -0.037 0.00
C -2.712891 0.926708 -2.311162 0.073 0.061 0.118 0.00
C 1.959099 -1.188176 1.574823 0.450 -0.306 0.355 0.01
H 5.472388 0.964420 0.748552 -0.025 0.008 -0.010 0.00
H -3.134810 -4.546493 -1.654829 0.032 0.022 -0.008 0.00
Si 1.099120 -1.665063 -2.498363 -0.081 0.016 0.112 0.02
H 0.514284 -1.010800 3.147478 -0.062 0.046 -0.085 -0.01
H 0.518401 3.792347 -0.147354 -0.046 0.035 -0.001 0.00
H 2.442823 -3.467671 -1.436142 -0.055 -0.005 -0.131 0.00
C 3.393142 0.763920 1.260388 0.044 -0.013 -0.047 0.00
H -1.414692 2.918872 -3.237401 -0.048 0.034 -0.072 0.00
C -1.204311 2.721592 -2.177165 -0.073 0.044 0.085 0.00
C 0.087638 1.946576 -2.137819 0.366 -0.007 0.093 0.01
H 1.118219 -4.159077 -2.380745 0.114 0.047 0.022 0.00
C 1.060275 1.430492 4.197071 -0.011 -0.057 0.033 0.00
O -2.278872 2.061837 -1.570006 -0.188 -0.137 0.002 0.00
C -4.000241 1.321616 1.433008 -0.214 0.062 -0.047 0.01
H -4.377492 2.025400 2.187126 0.020 -0.085 -0.088 0.00
H 2.586270 -3.144614 0.953967 -0.017 0.005 0.001 0.00
H -1.099939 3.688619 -1.681379 -0.028 0.005 0.015 0.00
H 3.366604 -0.909412 -3.141168 -0.093 0.058 0.061 0.00
H 4.367712 1.371697 -0.560590 0.000 0.005 0.036 0.00
H 0.882639 -2.818684 0.626073 0.034 0.016 0.040 0.00
C -2.800607 -3.655870 -1.136609 0.150 0.077 -0.035 0.00
C 0.229453 -1.570278 -4.151398 -0.090 0.017 -0.275 0.00
C 1.288690 -0.496224 2.591107 0.208 0.000 0.217 -0.01
H -0.206097 2.261315 1.979964 -0.168 0.095 -0.027 -0.02
H 1.275590 0.858186 5.101805 0.013 0.010 0.000 0.00
C 1.704144 0.775050 3.006465 -0.012 0.034 -0.018 0.02
C 2.750247 1.387358 2.327300 -0.007 0.055 0.038 0.01
H -1.002140 -3.493413 -2.287992 -0.099 0.051 0.069 0.00
H -1.488844 2.940909 2.995654 0.008 -0.023 -0.161 0.00
H 1.864109 2.845561 0.494655 0.004 -0.036 0.040 0.00
C -1.288811 2.426630 2.047286 0.170 0.229 -0.068 0.04
H 3.536067 -1.050385 0.125769 -0.031 0.009 0.075 0.02
H 2.251937 0.459848 -3.139532 0.026 -0.037 0.029 0.00
H -4.472481 -3.596356 0.207996 0.039 0.048 0.007 0.00
C 2.530680 -0.449426 -2.600070 0.150 0.172 0.092 0.00
H -3.269957 -0.636692 3.640473 0.112 0.059 0.021 0.00
H -0.023843 1.475262 4.088852 0.088 -0.050 0.034 0.00
C -1.597444 -3.048959 -1.494700 0.043 -0.040 -0.132 0.00
C -1.126231 -1.895468 -0.862427 0.485 0.094 -0.114 0.01
C -1.903693 -1.340682 0.194114 0.179 0.447 0.323 0.04
H -3.656550 -1.594757 1.402225 0.060 -0.059 -0.141 0.00
Si -2.265452 0.830414 1.907304 0.083 -0.189 -0.047 0.01
H -1.922127 0.181319 -2.421400 -0.016 -0.022 0.025 0.00
H -1.530547 -0.508245 3.903843 -0.120 0.084 0.008 0.00
C 1.869596 -3.363526 -2.365306 0.153 -0.285 0.016 0.00
H 2.556740 -3.531164 -3.204218 -0.078 -0.018 0.102 0.00
H -1.580167 3.094193 1.227539 0.050 -0.076 0.073 0.00
H 1.416082 -3.138720 2.280793 0.013 0.006 -0.009 0.00
C -3.546180 -3.124724 -0.100173 0.041 0.123 0.106 0.00
H -3.069870 1.232191 -3.300535 -0.011 0.023 -0.043 0.00
H 1.434052 2.444401 4.338923 -0.012 -0.018 -0.010 0.00
H -0.212031 -0.579378 -4.316105 0.045 -0.116 -0.001 0.00
C -3.085451 -1.989157 0.563372 -0.126 0.070 0.090 0.00
H 2.894483 -0.149760 -1.611039 -0.062 -0.005 -0.244 0.00
N -1.408707 -0.177435 0.814694 -0.241 -0.473 -0.200 0.07
H -4.688759 0.472791 1.398242 0.042 0.095 -0.032 0.00
C 4.516024 1.439802 0.519588 -0.016 -0.013 0.017 -0.01
C -2.422823 0.059004 3.615497 -0.001 -0.095 0.279 0.00
C 2.996531 -0.521730 0.905229 0.049 -0.074 -0.027 0.01
C 1.282305 3.055852 -0.395304 -0.109 -0.053 -0.085 0.00
H 0.954551 -1.750309 -4.956637 -0.131 0.030 0.081 0.00
H 3.074023 2.376954 2.636874 -0.001 -0.045 0.003 0.00
H -2.604541 0.824921 4.381905 0.005 -0.132 -0.084 0.00
H -0.071355 0.927415 -2.471115 0.042 -0.068 0.022 0.00
H 4.593025 2.492716 0.791208 -0.005 -0.018 0.000 0.00
H 0.804662 2.432944 -2.806914 0.091 -0.023 -0.017 0.00
H -0.570729 -2.309079 -4.247255 0.048 0.071 -0.017 0.00
O 0.700769 1.833878 -0.838808 0.063 0.081 0.110 0.03
Co 0.458101 -0.020125 0.319944 -0.800 0.197 -0.662 2.56
N 0.093319 -1.248322 -1.172960 -0.358 -0.186 0.107 0.07
H -3.522665 0.460086 -1.759826 -0.070 0.037 0.093 0.00